No. 1
Formula: C24H60F6N4O3P
Source: OMol25
Level of theory: ωB97M-V/def2-TZVPD

Positions of all 98 atoms, in Å:
C1 -2.946764 -1.851733 4.971189
C2 -2.212872 -2.920320 4.253490
O1 -2.633669 -3.741399 3.534891
N1 -0.652053 -2.920094 4.462848
H1 -0.302409 -3.231424 3.553047
H2 -0.379743 -1.944551 4.575791
C3 -0.265939 -3.762794 5.649907
H3 -3.060114 -1.858137 6.055936
H4 -3.963700 -2.000610 4.605894
H5 -2.497956 -0.897448 4.686619
H6 0.811725 -3.749081 5.790808
H7 -0.573066 -4.793412 5.494865
H8 -0.763143 -3.340712 6.519015
C4 4.992053 2.599947 1.200526
N2 4.813362 1.123991 1.077933
C5 5.019561 0.663107 -0.362204
C6 5.723186 0.420398 2.042199
C7 3.325931 0.818766 1.383626
C8 2.645527 1.570140 2.527310
O2 3.488364 1.452546 3.665409
H9 4.516164 2.985179 2.095576
H10 4.485796 3.066507 0.356219
H11 6.055989 2.821358 1.167247
H12 6.099320 0.667806 -0.485708
H13 4.462639 1.351832 -0.987542
H14 4.630861 -0.347385 -0.455192
H15 6.743041 0.732361 1.811792
H16 5.688939 -0.664102 2.020083
H17 5.500719 0.848932 3.014620
H18 3.297396 -0.244943 1.619423
H19 2.816862 0.896710 0.425111
H20 1.651652 1.145831 2.659220
H21 2.471578 2.625242 2.297166
H22 2.935175 1.300071 4.437566
C9 -0.008140 -6.319959 -1.991094
N3 0.207905 -4.924614 -2.549769
C10 -1.022097 -4.091872 -2.419292
C11 1.354455 -4.360658 -1.731318
C12 0.647379 -4.861508 -4.023069
C13 1.293716 -6.089011 -4.581824
O3 0.302936 -7.092238 -4.699158
H23 -0.191494 -6.314438 -0.921810
H24 0.944958 -6.814802 -2.162270
H25 -0.779977 -6.744549 -2.624730
H26 -0.777109 -3.093002 -2.771682
H27 -1.416516 -4.128969 -1.410367
H28 -1.726088 -4.524544 -3.129385
H29 0.955049 -4.339413 -0.723537
H30 1.544742 -3.341013 -2.053682
H31 2.225689 -4.999531 -1.837673
H32 1.237610 -3.952779 -4.164267
H33 -0.171689 -4.546790 -4.674902
H34 2.257996 -6.338883 -4.125288
H35 1.625783 -5.831586 -5.596184
H36 0.718822 -7.925185 -4.953075
C14 -0.806623 4.967947 -4.355786
C15 0.002233 4.301847 -3.226168
C16 -0.934011 3.392762 -2.374393
C17 -1.896442 4.123221 -1.425222
N4 -2.785459 3.224678 -0.583239
C18 -3.402349 2.000528 -1.321629
C19 -4.517933 2.538758 -2.219212
C20 -4.984700 3.761521 -1.446961
C21 -4.099044 3.937260 -0.241093
C22 -2.101367 2.762240 0.672771
C23 -1.926106 3.748792 1.809177
C24 -0.670048 3.451360 2.611474
H37 -0.320004 5.914464 -4.594384
H38 -1.815895 5.222076 -4.030256
H39 -0.840627 4.381791 -5.272023
H40 0.260819 5.098938 -2.525022
H41 0.848795 3.771165 -3.648177
H42 -0.332487 2.783928 -1.694244
H43 -1.610328 2.912095 -3.084844
H44 -2.534801 4.756158 -2.043485
H45 -1.388386 4.788890 -0.727056
H46 -3.800821 1.507903 -0.441871
H47 -2.640388 1.530230 -1.937422
H48 -5.221766 1.710054 -2.144155
H49 -4.294464 2.830889 -3.241185
H50 -5.959105 3.486141 -1.037927
H51 -5.092083 4.649211 -2.065371
H52 -4.571212 3.449392 0.608987
H53 -3.819664 4.964348 -0.012778
H54 -1.116880 2.487012 0.277648
H55 -2.406217 1.791587 1.064953
H56 -2.825864 3.698940 2.422751
H57 -1.752166 4.765544 1.454718
H58 -0.693738 3.668120 3.680478
H59 0.176743 3.999100 2.190864
H60 -0.307217 2.420284 2.631097
P1 -0.139826 -0.989406 0.525929
F1 -1.307363 -1.601181 1.446674
F2 1.004154 -1.472854 1.605403
F3 -0.007188 -2.431481 -0.241965
F4 0.977871 -0.428906 -0.460881
F5 -1.335358 -0.484773 -0.468408
F6 -0.161033 0.422190 1.341934

Atoms 1-6, force components in eV/Å:
-0.588 0.145 -0.286
0.355 -0.105 0.855
0.084 -0.436 -0.357
-0.846 0.156 -0.215
0.329 -0.191 0.160
0.323 -0.059 0.098

- Charge: +3
- HOMO-LUMO gap: 10.152 eV
- E_HOMO: -16.7646 eV
- LUMO level: -6.61 eV

In elementary charge units, the Mulliken charges are:
1. C -1.16
2. C 0.67
3. O -0.38
4. N -0.11
5. H 0.26
6. H 0.38
7. C -0.81
8. H 0.40
9. H 0.34
10. H 0.34
11. H 0.36
12. H 0.36
13. H 0.36
14. C -0.83
15. N 0.15
16. C -0.85
17. C -0.90
18. C -0.34
19. C -0.64
20. O -0.48
21. H 0.35
22. H 0.36
23. H 0.40
24. H 0.39
25. H 0.37
26. H 0.35
27. H 0.39
28. H 0.34
29. H 0.37
30. H 0.27
31. H 0.30
32. H 0.32
33. H 0.34
34. H 0.34
35. C -0.97
36. N 0.25
37. C -1.00
38. C -1.24
39. C -0.61
40. C -0.66
41. O -0.50
42. H 0.36
43. H 0.42
44. H 0.42
45. H 0.50
46. H 0.25
47. H 0.48
48. H 0.43
49. H 0.49
50. H 0.42
51. H 0.38
52. H 0.46
53. H 0.38
54. H 0.43
55. H 0.33
56. C -1.22
57. C -0.49
58. C -0.39
59. C -0.86
60. N 0.55
61. C -0.82
62. C -0.79
63. C -0.72
64. C -0.65
65. C -0.72
66. C -0.46
67. C -1.07
68. H 0.39
69. H 0.32
70. H 0.33
71. H 0.33
72. H 0.35
73. H 0.08
74. H 0.37
75. H 0.57
76. H 0.39
77. H 0.73
78. H 0.57
79. H 0.42
80. H 0.27
81. H 0.31
82. H 0.39
83. H 0.49
84. H 0.39
85. H 0.02
86. H 0.48
87. H 0.42
88. H 0.24
89. H 0.47
90. H 0.39
91. H -0.06
92. P 1.39
93. F -0.43
94. F -0.43
95. F -0.34
96. F -0.43
97. F -0.31
98. F -0.50

---

No. 2
Formula: C4H8N2
Source: OMol25
Level of theory: ωB97M-V/def2-TZVPD

Positions of all 14 atoms, in Å:
C1 0.202024 1.142829 1.598009
C2 -0.310140 0.981149 0.163591
C3 -0.535208 -1.365497 -0.730420
N1 -0.351352 -1.194689 -2.023119
C4 0.618770 -1.739536 0.043204
N2 1.448078 -2.147701 0.746046
H1 0.928967 0.359407 1.842663
H2 -0.625513 1.072442 2.309771
H3 0.701660 2.108046 1.766514
H4 -1.062324 1.734950 -0.095079
H5 0.529652 1.104807 -0.552331
H6 -0.921260 -0.008492 0.011478
H7 0.541012 -1.048409 -2.485687
H8 -1.164366 -0.999308 -2.594640

Atoms 1-6, force components in eV/Å:
-0.109 -0.118 -0.003
-0.094 0.198 0.070
-0.088 -1.287 -0.464
-0.031 0.286 0.046
0.558 -0.209 0.136
-0.630 0.368 -0.526

- Charge: 0
- HOMO-LUMO gap: 9.002 eV
- Energy relative to the best compared isomer or geometry (same formula, charge and spin): 69.3 kcal per mole
- E_HOMO: -8.8441 eV
- LUMO level: 0.16 eV

In elementary charge units, the Mulliken charges are:
1. C -0.91
2. C -0.68
3. C -0.52
4. N -0.26
5. C 0.50
6. N -0.43
7. H 0.29
8. H 0.27
9. H 0.31
10. H 0.39
11. H 0.24
12. H 0.33
13. H 0.24
14. H 0.25

---

No. 3
Formula: C7H14
Source: OMol25
Level of theory: ωB97M-V/def2-TZVPD

Positions of all 21 atoms, in Å:
C1 -1.565505 -0.491471 -1.316768
C2 -0.699840 0.710565 -0.883794
C3 0.594069 0.288588 -0.203201
C4 1.631388 -0.249188 -1.170735
C5 1.104758 1.061454 0.983079
C6 0.536341 -0.322356 1.175938
C7 -0.753573 -0.508490 1.944679
H1 -1.787944 -0.476806 -2.388934
H2 -1.055936 -1.438912 -1.101400
H3 -2.520973 -0.514933 -0.782142
H4 -0.443061 1.324659 -1.757327
H5 -1.274178 1.369717 -0.223430
H6 1.960813 0.541130 -1.857684
H7 1.228842 -1.070504 -1.777086
H8 2.515692 -0.626991 -0.645505
H9 2.177985 1.205204 1.087422
H10 0.506007 1.893334 1.350014
H11 1.269512 -1.108328 1.357785
H12 -1.218800 -1.476591 1.726430
H13 -1.484609 0.271922 1.708101
H14 -0.564986 -0.461478 3.023276

Atoms 1-6, force components in eV/Å:
-0.025 -0.090 -0.045
-0.013 0.090 0.051
-0.025 -0.036 -0.102
0.038 -0.041 -0.001
0.070 0.149 0.059
0.024 -0.114 0.045

- Charge: 0
- HOMO-LUMO gap: 10.793 eV
- Energy relative to the best compared isomer or geometry (same formula, charge and spin): 18.5 kcal per mole
- SMILES string: CC[C@@]1(C)C[C@H]1C
- E_HOMO: -9.6539 eV
- LUMO level: 1.14 eV

In elementary charge units, the Mulliken charges are:
1. C -1.22
2. C -0.86
3. C 1.19
4. C -1.45
5. C -0.97
6. C 0.07
7. C -1.48
8. H 0.32
9. H 0.34
10. H 0.30
11. H 0.44
12. H 0.39
13. H 0.34
14. H 0.31
15. H 0.39
16. H 0.29
17. H 0.26
18. H 0.37
19. H 0.32
20. H 0.26
21. H 0.40

---

No. 4
Formula: C4H4N2S
Source: OMol25
Level of theory: ωB97M-V/def2-TZVPD

Positions of all 11 atoms, in Å:
C1 -2.790298 -0.237209 -1.137153
C2 0.493843 0.082585 0.478970
C3 1.176613 -0.102184 -0.805612
C4 1.771164 -0.753198 -1.745143
H1 -3.558161 -0.781189 -0.179209
H2 -3.208129 -0.067752 -2.151799
H3 -1.657350 -0.289210 0.863910
H4 2.276568 -1.562598 -2.535458
N1 -1.439174 0.098982 -1.133315
N2 -0.910608 0.167040 0.085176
S1 1.167975 0.431164 1.912073

Atoms 1-6, force components in eV/Å:
2.963 -0.101 0.620
-1.730 1.269 -3.606
3.950 -4.208 -4.039
-1.606 0.618 2.708
2.854 2.062 -2.788
-0.020 -0.497 1.022

- Charge: 0
- HOMO-LUMO gap: 7.954 eV
- Energy relative to the best compared isomer or geometry (same formula, charge and spin): 156.9 kcal per mole
- E_HOMO: -8.8693 eV
- LUMO level: -0.92 eV

In elementary charge units, the Mulliken charges are:
1. C -0.33
2. C 0.21
3. C -0.21
4. C -0.14
5. H 0.17
6. H 0.29
7. H 0.28
8. H 0.31
9. N -0.46
10. N 0.14
11. S -0.26

---

No. 5
Formula: C3H7N2S3
Source: OMol25
Level of theory: ωB97M-V/def2-TZVPD

Positions of all 15 atoms, in Å:
C1 -1.655462 1.274243 0.171833
C2 0.276627 -0.075210 0.120172
C3 2.964793 -0.925396 0.165630
N1 -2.227342 0.117804 0.056494
N2 -0.290049 1.219069 0.094642
S1 -1.146082 -1.189548 0.131015
S2 -3.916272 -0.207161 0.159835
S3 1.580735 -0.384521 1.253990
H1 -2.219727 2.266539 -0.047011
H2 1.031083 -0.303777 -1.276463
H3 2.626096 -0.502853 -0.779854
H4 3.068247 -2.012820 0.082365
H5 3.874385 -0.414931 0.485566
H6 0.231439 1.949136 0.339000
H7 -4.198467 -0.810571 -0.957211

Atoms 1-6, force components in eV/Å:
0.893 2.289 -2.288
2.308 -1.515 -4.676
-0.685 0.380 -0.035
-0.958 -0.268 -0.129
-4.975 -2.893 0.022
0.624 -0.865 0.276

- Charge: +1
- HOMO-LUMO gap: 8.552 eV
- Energy relative to the best compared isomer or geometry (same formula, charge and spin): 48.1 kcal per mole
- E_HOMO: -12.9421 eV
- LUMO level: -4.39 eV

In elementary charge units, the Mulliken charges are:
1. C -0.02
2. C -0.19
3. C -0.61
4. N 0.00
5. N -0.06
6. S 0.10
7. S -0.04
8. S 0.01
9. H 0.35
10. H 0.23
11. H 0.22
12. H 0.29
13. H 0.33
14. H 0.20
15. H 0.20

---

No. 6
Formula: C31H41CdF6N7O
Source: OMol25
Level of theory: ωB97M-V/def2-TZVPD

Positions of all 87 atoms, in Å:
Cd1 -0.024710 0.221758 -0.147723
C1 -2.157788 2.691732 0.685046
C2 -2.736836 2.045068 -0.573793
N1 -2.453807 0.607136 -0.634076
C3 -3.230902 -0.205648 0.303827
C4 -2.597427 -0.268686 1.679767
C5 -3.362748 -0.373901 2.829475
C6 -2.710693 -0.443139 4.052395
C7 -1.329099 -0.376330 4.091269
C8 -0.634637 -0.257331 2.895499
C9 0.864414 -0.187900 2.846585
N2 1.348265 0.709824 1.788695
C10 1.277604 2.131886 2.150235
C11 -0.142383 2.695366 2.079075
N3 -0.715162 2.490386 0.754835
N4 -1.269916 -0.228264 1.724915
H1 -2.608463 2.225313 1.562805
H2 -2.435066 3.753020 0.704184
H3 -2.277601 2.509545 -1.449108
H4 -3.817014 2.244406 -0.598872
H5 -2.618858 0.287835 -1.580556
H6 -3.267206 -1.229240 -0.075598
H7 -4.263144 0.156003 0.392831
H8 -4.442498 -0.410488 2.774657
H9 -3.277270 -0.538020 4.969296
H10 -0.791429 -0.441972 5.026939
H11 1.152191 -1.220522 2.594004
H12 1.268032 0.068637 3.832312
H13 2.315154 0.473894 1.603134
H14 1.894163 2.684583 1.443293
H15 1.661684 2.301808 3.163863
H16 -0.112760 3.756765 2.357016
H17 -0.776373 2.185366 2.804502
H18 -0.251278 3.094294 0.079212
C12 -0.940474 -2.742877 -1.007766
N5 0.075576 -1.741690 -1.354529
C13 1.412626 -2.273430 -0.988525
C14 0.090946 -1.385991 -2.763964
C15 -0.099101 -2.344096 -3.747156
C16 0.065632 -2.045284 -5.090852
C17 0.493434 -0.773135 -5.438446
C18 0.670083 0.198755 -4.473030
C19 0.414157 -0.046347 -3.106533
N6 0.563651 0.903161 -2.118278
C20 0.580048 2.255853 -2.463888
C21 -0.394079 2.796682 -3.314252
C22 -0.412487 4.131822 -3.676823
C23 0.553413 4.984826 -3.170833
C24 1.520156 4.483929 -2.312451
C25 1.559680 3.140150 -1.941382
N7 2.542035 2.655032 -1.034684
C26 3.326678 3.660940 -0.347591
C27 3.419447 1.618275 -1.577818
H19 -1.909706 -2.443672 -1.409207
H20 -0.976535 -2.819199 0.077381
H21 -0.688931 -3.729236 -1.412195
H22 1.623700 -3.194501 -1.545215
H23 1.412862 -2.495303 0.080997
H24 2.179643 -1.535244 -1.233139
H25 -0.363248 -3.356021 -3.468278
H26 -0.098839 -2.809541 -5.838200
H27 0.701792 -0.532719 -6.473860
H28 1.030256 1.174542 -4.767152
H29 -1.150396 2.128265 -3.708650
H30 -1.169052 4.497695 -4.359508
H31 0.576359 6.028855 -3.453996
H32 2.286961 5.163094 -1.964762
H33 4.068658 4.142769 -1.000903
H34 3.874302 3.185625 0.469114
H35 2.681126 4.431970 0.073573
H36 4.212105 2.053240 -2.203503
H37 2.839588 0.927408 -2.178896
H38 3.890738 1.067579 -0.759337
C28 0.488700 -5.307648 1.612878
C29 0.260734 -4.046156 2.480796
O1 0.515429 -2.887330 1.878166
C30 -1.224702 -4.107620 3.006128
F1 -1.705541 -5.359791 3.178675
F2 -1.414177 -3.467716 4.181875
F3 -2.060899 -3.510798 2.121663
C31 1.157002 -4.223217 3.749370
F4 0.764852 -5.237150 4.558236
F5 2.435099 -4.483020 3.400072
F6 1.197786 -3.108675 4.513836
H39 -0.235050 -5.314057 0.798480
H40 0.389046 -6.222282 2.195775
H41 1.492478 -5.239910 1.198646

Atoms 1-6, force components in eV/Å:
0.004 0.405 0.263
-0.050 -0.141 -0.169
0.132 0.119 0.161
-0.339 -0.038 -0.016
0.063 0.032 -0.026
-0.100 0.012 -0.023

- Charge: 0
- HOMO-LUMO gap: 7.177 eV
- E_HOMO: -6.8384 eV
- LUMO level: 0.34 eV

In elementary charge units, the Mulliken charges are:
1. Cd 4.36
2. C -0.86
3. C -1.02
4. N -0.23
5. C -1.95
6. C 0.45
7. C -1.08
8. C -1.03
9. C -1.07
10. C 0.99
11. C -2.13
12. N -0.43
13. C -0.46
14. C -1.11
15. N -0.30
16. N 2.19
17. H 0.36
18. H 0.62
19. H 0.15
20. H 0.48
21. H 0.31
22. H 0.37
23. H 0.40
24. H 0.53
25. H 0.43
26. H 0.55
27. H 0.41
28. H 0.50
29. H 0.24
30. H -0.19
31. H 0.55
32. H 0.60
33. H 0.41
34. H 0.03
35. C -1.11
36. N 2.10
37. C -0.81
38. C 0.00
39. C -0.63
40. C -0.96
41. C -0.89
42. C -0.54
43. C -0.67
44. N 0.78
45. C -0.99
46. C -0.19
47. C -0.95
48. C -0.90
49. C -0.10
50. C 0.04
51. N 0.68
52. C -1.77
53. C -1.03
54. H 0.30
55. H -0.22
56. H 0.35
57. H 0.41
58. H -0.15
59. H 0.15
60. H 0.38
61. H 0.42
62. H 0.40
63. H 0.42
64. H 0.60
65. H 0.41
66. H 0.41
67. H 0.42
68. H 0.36
69. H 0.40
70. H 0.51
71. H 0.36
72. H 0.10
73. H 0.34
74. C -2.07
75. C 0.92
76. O -1.07
77. C 0.63
78. F -0.34
79. F -0.28
80. F -0.25
81. C 0.54
82. F -0.30
83. F -0.31
84. F -0.22
85. H 0.34
86. H 0.43
87. H 0.44

---

- Number 5 is which compound?
  C3H7N2S3

---

- Which formula does entry 6 have?
  C31H41CdF6N7O

---

- Look up the LUMO level of the first one.
  -6.61 eV

---

- Which value of HOMO-LUMO gap does entry 1 give?
  10.152 eV